{"formula": "C10H15ClNOS", "method": "wB97M-V/def2-TZVPD", "symbols": ["O", "H", "C", "C", "N", "H", "C", "C", "H", "H", "S", "C", "C", "C", "C", "C", "C", "H", "H", "Cl", "H", "H", "H", "H", "H", "H", "H", "H", "H"], "coordinates": [[2.986508, -0.284965, 2.835353], [3.733667, 0.095087, 3.307537], [2.581921, 0.563860, 1.777793], [1.675588, -0.286402, 0.881564], [0.776229, -1.054420, 1.780156], [0.038418, -0.436043, 2.135112], [0.162250, -2.288894, 1.232113], [-0.905179, -2.001861, 0.187532], [-1.584610, -1.214675, 0.510165], [-1.474520, -2.912968, 0.008327], [-0.152675, -1.494247, -1.421861], [-0.973527, 0.058073, -1.718407], [-0.205840, 1.139120, -2.133248], [-0.811112, 2.352746, -2.398268], [-2.184983, 2.485109, -2.240094], [-2.954709, 1.398469, -1.843330], [-2.350511, 0.180796, -1.594376], [-2.955841, -0.670467, -1.321885], [-4.023484, 1.501622, -1.747782], [-2.940441, 4.000756, -2.549546], [-0.222342, 3.193532, -2.727113], [0.858745, 1.021157, -2.269596], [0.951651, -2.902267, 0.793302], [-0.284358, -2.839090, 2.064409], [1.402894, -1.285559, 2.576735], [1.110120, 0.329184, 0.184356], [2.276802, -1.003285, 0.320624], [3.433740, 0.924959, 1.196273], [2.035599, 1.430671, 2.174157]], "atomic_forces_ev_per_a": [[0.1, -0.1, 0.0], [0.0, -0.1, 0.1], [-0.3, 0.2, -0.1], [0.8, 0.6, -0.1], [0.1, 0.0, 0.4], [0.2, -0.1, 0.0], [-0.5, -0.5, -0.4], [0.5, 0.1, -0.5], [-0.1, 0.0, 0.0], [0.0, 0.1, 0.2], [-0.4, -0.1, 0.1], [0.2, -0.3, 0.1], [-0.1, -0.1, 0.1], [-0.2, 0.2, 0.0], [0.2, -0.2, 0.0], [0.0, 0.1, 0.0], [0.1, 0.1, 0.0], [-0.1, -0.1, 0.0], [-0.1, 0.1, 0.0], [0.0, 0.1, 0.0], [0.0, 0.1, 0.0], [0.1, 0.0, 0.0], [0.1, 0.1, 0.2], [0.1, 0.1, 0.0], [-0.4, 0.0, -0.1], [0.0, -0.1, 0.1], [-0.2, 0.0, 0.1], [-0.1, 0.0, 0.0], [0.1, -0.1, -0.1]], "nbo_charge": [-0.7538, 0.5129, -0.0893, -0.2496, -0.5102, 0.4304, -0.2322, -0.5473, 0.2338, 0.2570, 0.2330, -0.1903, -0.2272, -0.2121, -0.0334, -0.2077, -0.2215, 0.2268, 0.2419, 0.0490, 0.2410, 0.2261, 0.2351, 0.2356, 0.4714, 0.2514, 0.2369, 0.2116, 0.1806], "de_lowest_kj_mol": 5.94, "total_charge": 1, "e_homo_ev": -11.55, "smiles": "OCC[NH2+]CCSc1ccc(Cl)cc1", "homo_lumo_gap_ev": 8.61}

***

{"formula": "C2H4OS2", "method": "wB97M-V/def2-TZVPD", "symbols": ["C", "C", "H", "H", "H", "H", "O", "S", "S"], "coordinates": [[0.259448, -0.630855, 0.433904], [-0.988040, 0.280260, 0.098889], [1.482619, -0.312830, -1.550875], [0.040627, -1.512278, -0.208121], [0.251728, -0.846971, 1.444472], [0.181620, 1.726352, 0.407774], [-0.612287, 1.540326, -0.046964], [1.804958, -0.007142, -0.279995], [-2.420671, -0.236864, -0.299080]], "atomic_forces_ev_per_a": [[-1.9, -0.1, -3.8], [3.1, 0.0, -0.1], [0.0, 0.1, 0.2], [0.1, 0.1, 1.2], [0.5, -0.6, 2.0], [1.8, 0.2, 0.6], [-2.5, 0.9, -0.4], [0.4, 0.0, 0.5], [-1.6, -0.7, -0.1]], "nbo_charge": [-0.6213, 0.1787, 0.1378, 0.2561, 0.2442, 0.4869, -0.6484, -0.0316, -0.0024], "de_lowest_kj_mol": 60.95, "e_homo_ev": -8.91, "smiles": "OC(=S)CS", "homo_lumo_gap_ev": 9.34}

***

{"formula": "C6H9N", "method": "wB97M-V/def2-TZVPD", "symbols": ["C", "C", "C", "C", "C", "C", "N", "H", "H", "H", "H", "H", "H", "H", "H", "H"], "coordinates": [[2.580445, 0.934657, 1.803651], [1.684524, 0.165622, 0.937319], [0.953432, -0.469693, 0.218769], [0.012369, -1.163621, -0.669209], [-1.404625, -0.650737, -0.494186], [-1.784588, 0.691691, -0.974346], [-2.198160, -0.505317, -1.709350], [2.645981, 1.974737, 1.468239], [3.593346, 0.518583, 1.785512], [2.225704, 0.936436, 2.840742], [0.046998, -2.244964, -0.490769], [0.296897, -1.011918, -1.716653], [-1.912999, -1.001293, 0.403868], [-1.040345, 1.306801, -1.477974], [-2.524978, 1.241865, -0.395919], [-3.173994, -0.722856, -1.529688]], "atomic_forces_ev_per_a": [[0.1, 0.1, 0.0], [-0.3, -0.3, -0.3], [0.3, 0.3, 0.3], [0.0, 0.0, -0.1], [0.1, 0.0, 0.2], [0.1, 0.3, 0.1], [-0.2, -0.2, -0.1], [0.0, -0.1, 0.0], [-0.2, 0.0, 0.0], [0.1, 0.0, -0.2], [0.0, 0.1, 0.0], [0.0, 0.0, 0.1], [0.1, 0.0, -0.1], [-0.1, -0.1, 0.1], [0.1, -0.1, -0.2], [0.1, 0.0, 0.0]], "nbo_charge": [-0.6804, -0.0029, -0.0264, -0.4805, -0.0704, -0.2619, -0.5914, 0.2323, 0.2334, 0.2326, 0.2318, 0.2429, 0.1947, 0.2000, 0.1943, 0.3519], "de_lowest_kj_mol": 272.44, "e_homo_ev": -9.38, "smiles": "CC#CC[C@H]1CN1", "homo_lumo_gap_ev": 10.41}

***

{"formula": "C4H9N2PS", "method": "wB97M-V/def2-TZVPD", "symbols": ["C", "C", "C", "C", "N", "N", "P", "S", "H", "H", "H", "H", "H", "H", "H", "H", "H"], "coordinates": [[0.460639, 1.772174, -1.671784], [-0.584948, -0.052359, 1.798410], [1.546819, -0.360750, 0.393235], [-2.210715, -0.432483, 0.092449], [0.094658, 0.124059, 0.475997], [-0.940206, -0.798126, 0.628733], [-0.004427, 1.893838, -0.111877], [-3.102506, 0.914458, 0.871856], [0.764640, 2.685467, -2.204444], [0.532441, 0.924613, -2.250221], [0.001341, -0.700840, 2.567946], [-1.045466, 0.849149, 2.072735], [2.120671, -0.297277, 1.244403], [1.578939, -1.408202, -0.077085], [1.927630, 0.376712, -0.345531], [-2.015761, -0.232522, -1.038144], [-2.969166, -1.241009, 0.168091]], "atomic_forces_ev_per_a": [[1.0, 1.6, -2.0], [3.6, -2.8, 0.4], [-1.9, -1.1, -4.5], [-1.1, 0.9, -3.0], [2.9, 1.0, 1.8], [-1.1, -1.4, 1.4], [-1.7, 1.2, 2.7], [-0.5, 0.1, -0.5], [-0.1, -0.3, 0.5], [0.0, -1.9, -1.3], [-1.1, 1.6, -1.3], [-0.9, 0.6, 0.6], [0.6, 0.2, 2.3], [-0.1, 1.5, 0.8], [0.3, -0.9, 0.4], [-0.7, -0.2, 1.8], [0.9, 0.0, 0.0]], "nbo_charge": [-1.0773, -0.0743, -0.4219, -0.4646, -0.3177, -0.2743, 0.4248, 0.1252, 0.2360, 0.2049, 0.2096, 0.2428, 0.2123, 0.2135, 0.2496, 0.2553, 0.2561], "de_lowest_kj_mol": 48.38, "e_homo_ev": [-5.03, -8.27], "multiplicity": 3, "homo_lumo_gap_ev": [5.83, 6.18]}

***

{"formula": "C18H30N3O4S2Si2Ta", "method": "wB97M-V/def2-TZVPD", "symbols": ["Ta", "O", "S", "O", "O", "O", "C", "Si", "C", "C", "C", "C", "C", "C", "C", "C", "N", "Si", "C", "C", "C", "H", "H", "H", "H", "H", "H", "H", "H", "H", "H", "H", "H", "H", "H", "H", "H", "H", "H", "H", "H", "H", "H", "C", "C", "C", "C", "N", "C", "S", "N", "C", "H", "H", "H", "H", "H", "H", "H", "H"], "coordinates": [[0.212782, -0.518971, 0.315359], [0.467476, -2.808666, -0.310799], [-0.970927, -2.660763, 0.017908], [-1.890385, -3.716449, -0.067854], [-1.318955, -1.373250, -0.782802], [-0.847202, -1.962297, 1.404852], [2.947150, 3.727784, -0.406963], [1.281915, 2.969004, -0.030508], [0.319138, 2.933754, -1.623264], [0.505108, 3.949959, 1.347611], [1.544470, 1.143151, 0.565903], [2.403149, 0.441044, -0.462608], [3.754221, 0.574642, -0.754924], [4.271956, -0.137145, -1.823161], [3.469390, -1.008048, -2.571014], [2.157122, -1.162081, -2.216528], [1.658091, -0.445910, -1.186677], [2.165232, 0.752797, 2.329440], [1.023082, 1.334472, 3.667355], [3.893616, 1.344597, 2.645787], [2.056668, -1.152077, 2.168877], [2.776483, 4.784939, -0.625701], [3.427434, 3.296526, -1.284604], [3.642755, 3.687590, 0.432908], [0.152565, 3.967938, -1.934146], [-0.647213, 2.439717, -1.572060], [0.916774, 2.464299, -2.409692], [0.286368, 4.946846, 0.957803], [1.221687, 4.079774, 2.160355], [-0.421597, 3.545858, 1.759570], [4.359947, 1.267404, -0.191913], [5.313764, -0.014032, -2.089534], [3.871744, -1.561356, -3.406787], [1.480906, -1.842016, -2.714997], [1.084912, 2.414968, 3.787482], [1.348128, 0.884200, 4.608458], [-0.022389, 1.068282, 3.509466], [3.936868, 2.423111, 2.481910], [4.653461, 0.861702, 2.033384], [4.152880, 1.163412, 3.690817], [1.072397, -1.639664, 1.974376], [2.231413, -1.625890, 3.139458], [2.771495, -1.574882, 1.460453], [-5.136095, -2.221066, 2.155668], [-4.705331, -1.187912, 1.170925], [-5.411955, -0.806194, 0.055823], [-4.879447, 0.164474, -0.792368], [-3.671874, 0.716637, -0.539643], [-3.021977, 0.330656, 0.515784], [-1.460242, 1.113627, 0.843889], [-3.514878, -0.579094, 1.379205], [-5.594498, 0.653362, -1.996710], [-6.121646, -2.602856, 1.906879], [-5.166391, -1.804553, 3.163716], [-4.430103, -3.054522, 2.151955], [-6.369707, -1.260632, -0.151205], [-2.946715, -0.864440, 2.170931], [-6.462837, 0.046739, -2.235636], [-4.908977, 0.683255, -2.842844], [-5.918809, 1.681577, -1.817765]], "atomic_forces_ev_per_a": [[0.8, -0.1, 0.5], [-0.1, 0.3, 0.1], [-0.1, -0.5, 0.1], [0.0, 0.0, 0.0], [0.0, 0.0, -0.4], [-0.5, -0.1, 0.1], [-0.1, 0.0, 0.1], [0.1, 0.0, 0.1], [0.1, 0.0, 0.0], [-0.1, 0.0, 0.0], [0.0, 0.2, -0.1], [-0.4, -0.2, -0.3], [0.0, 0.0, 0.0], [-0.1, -0.1, 0.0], [0.1, 0.1, 0.0], [-0.1, 0.0, 0.1], [0.0, 0.4, -0.1], [0.0, 0.2, -0.2], [0.0, -0.1, 0.0], [0.0, -0.2, 0.0], [-0.2, 0.0, -0.1], [0.0, 0.0, 0.0], [0.0, 0.0, 0.0], [0.0, 0.0, 0.0], [0.0, 0.0, 0.0], [-0.1, 0.0, 0.0], [0.0, 0.0, 0.0], [0.0, 0.0, 0.0], [0.0, 0.0, 0.0], [0.1, 0.0, 0.0], [0.0, 0.0, 0.0], [0.0, 0.0, 0.0], [0.0, 0.0, 0.0], [0.0, 0.0, 0.0], [0.0, 0.0, 0.0], [0.0, 0.0, 0.0], [0.0, 0.0, 0.0], [0.0, 0.0, 0.0], [0.0, 0.0, 0.0], [0.0, 0.0, 0.0], [0.2, -0.2, 0.2], [0.0, 0.1, 0.0], [0.1, 0.0, 0.0], [0.0, 0.0, 0.0], [-0.1, -0.1, 0.1], [0.0, 0.0, 0.0], [0.1, 0.1, 0.0], [-0.1, 0.0, 0.0], [0.1, 0.2, -0.2], [0.1, 0.0, 0.0], [0.1, -0.1, 0.1], [0.0, 0.0, 0.0], [0.0, 0.0, 0.0], [0.0, 0.0, 0.0], [0.0, 0.0, 0.0], [0.0, 0.0, 0.0], [0.0, 0.0, 0.0], [0.0, 0.0, 0.0], [0.0, 0.0, 0.0], [0.0, 0.0, 0.0]], "nbo_charge": [2.0588, -0.8986, 2.5131, -0.8172, -0.9287, -0.9689, -1.1379, 1.7275, -1.1444, -1.1384, -1.3091, 0.2737, -0.2629, -0.0595, -0.2328, 0.1106, -0.6275, 1.7055, -1.1359, -1.1295, -1.1437, 0.2708, 0.2430, 0.2414, 0.2722, 0.2441, 0.2437, 0.2702, 0.2463, 0.2462, 0.2614, 0.2570, 0.2660, 0.2492, 0.2699, 0.2697, 0.2453, 0.2619, 0.2527, 0.2756, 0.2484, 0.3283, 0.2747, -0.6749, 0.3452, -0.2854, 0.3690, -0.4405, 0.3565, 0.0126, -0.4981, -0.6699, 0.2658, 0.2607, 0.2649, 0.2641, 0.4546, 0.2451, 0.2654, 0.2729], "de_lowest_kj_mol": 121.21, "total_charge": 2, "e_homo_ev": -15.33, "homo_lumo_gap_ev": 7.79}

***

Max |F| for the records above, in order: 0.02023, 0.08338, 0.01062, 0.09682, 0.01726 hartree/bohr
Energy for the records above, in order: -37502.25571, -25855.86379, -7855.33597, -27390.68722, -70779.81237 eV